## a
Formula: C2H8N3O
Source: OMol25
Level of theory: ωB97M-V/def2-TZVPD

Each line ends with the Mulliken charge.
Atoms and positions in Å:
H (2.4195, -0.5749, 0.4360)  0.35
C (-1.7974, 0.2233, -0.1045)  -0.58
H (0.2330, -1.3646, 0.3288)  0.41
N (1.7858, 0.1309, 0.1290)  -0.31
N (-0.2283, 1.2921, 2.1345)  0.09
O (-1.3467, 1.1665, 2.2223)  -0.11
H (0.7855, -0.6646, -1.3702)  0.40
H (-2.5756, 0.7001, -0.5327)  0.34
C (0.4400, -0.4747, -0.4159)  -0.48
H (-2.0215, -0.9482, 0.0053)  0.31
H (-2.0330, 0.9558, 0.9139)  0.26
H (1.4551, 0.6949, 0.9667)  0.34
N (-0.5033, 0.5010, -0.5142)  -0.39
H (2.2956, 0.7184, -0.4842)  0.36

## Properties
E_HOMO (alpha / beta) (hartree): -0.4905 / -0.4901
Kohn-Sham gap (alpha / beta) (Ha): 0.3139 / 0.3003
Net charge: +1

***

## b
Formula: C2H8N3O
Source: OMol25
Level of theory: ωB97M-V/def2-TZVPD

Each line ends with the Mulliken charge.
Atoms and positions in Å:
H (1.1259, -0.1738, 1.1836)  0.27
H (1.0293, -0.3642, 2.8656)  0.30
H (0.3687, 1.0861, -3.2190)  0.26
N (1.1056, 0.3877, -2.7662)  -0.39
N (-1.8440, 0.1396, 1.1756)  -0.21
O (0.3587, 0.2947, -0.6212)  -0.63
N (0.4573, -0.2202, 1.9404)  -0.35
H (1.3414, -1.1409, -1.6362)  0.28
C (0.7745, -0.1963, -1.6129)  0.17
H (-1.4067, -1.0200, 2.6692)  0.40
H (2.0664, 0.3524, -3.1402)  0.25
H (-1.4979, 0.8579, 0.5567)  0.27
H (-2.8143, -0.1328, 1.2870)  0.28
C (-0.9602, -0.4657, 1.9386)  0.11

## Properties
E_HOMO (hartree): -0.5114
Kohn-Sham gap (Ha): 0.3615
Net charge: +1

***

Which structure wins on stability? b wins.

***

## a
Formula: C6H12O2
Source: OMol25
Level of theory: ωB97M-V/def2-TZVPD

Each line ends with the Mulliken charge.
Atoms and positions in Å:
C (1.0628, 1.8941, -2.5797)  -1.22
O (-0.0029, -2.5681, -0.1787)  -0.54
O (-0.1911, 2.6956, 1.8039)  -0.64
H (-0.5215, 0.4024, 1.1116)  -0.01
H (-1.6766, -2.5911, 1.9438)  0.29
H (-0.8565, -1.2115, 2.6923)  0.30
H (1.4441, 1.3310, -0.5089)  0.42
H (0.6803, -2.2264, -0.7663)  0.35
C (-0.2139, 0.2598, -1.0402)  -0.58
C (0.7412, 1.1458, -1.3213)  0.17
H (-0.8778, -0.1478, -1.7995)  0.37
H (-0.4149, 2.6824, 0.8690)  0.35
H (1.4903, 1.1852, -3.2944)  0.29
H (-0.0163, 1.7797, 2.0514)  0.41
H (1.6606, 2.7776, -2.3840)  0.33
C (-0.3215, -1.5489, 0.6876)  0.38
H (0.0260, -2.6928, 2.4358)  0.33
H (0.1728, 2.2414, -3.1160)  0.32
C (-0.3717, -0.2702, 0.3247)  -0.20
C (-0.7467, -2.0579, 2.0356)  -1.11

## Properties
E_HOMO (hartree): -0.3188
Kohn-Sham gap (Ha): 0.3450
SMILES: C/C=C/C=C(/C)O.O

***

## b
Formula: C6H12O2
Source: OMol25
Level of theory: ωB97M-V/def2-TZVPD

Each line ends with the Mulliken charge.
Atoms and positions in Å:
H (-1.7023, 1.6249, -1.3647)  0.31
H (1.2966, -2.1549, 1.0774)  0.35
C (1.4810, -1.1450, 1.4335)  -1.29
H (2.4981, -1.0937, 1.8128)  0.37
C (1.3269, -0.1573, 0.2810)  0.30
H (0.7769, -0.9131, 2.2277)  0.36
H (-2.1306, 2.4180, 0.1594)  0.35
C (-0.2872, -1.0294, -1.4246)  -1.11
H (1.4793, 0.8747, 0.6371)  0.29
O (-2.2808, -0.2000, 0.6087)  -0.54
H (-2.6426, -0.4448, -0.2504)  0.37
C (-1.3633, 1.8402, -0.3520)  -1.30
H (-1.2827, -1.1101, -1.8319)  0.25
C (-1.1011, 0.5360, 0.4089)  -0.12
C (-0.0071, -0.2845, -0.3716)  0.55
H (0.4837, -1.6049, -1.9098)  0.37
H (-0.7516, 0.7727, 1.4185)  0.39
O (2.3811, -0.4703, -0.6935)  -0.59
H (2.2802, 0.1060, -1.4589)  0.35
H (-0.4547, 2.4352, -0.4076)  0.35

## Properties
E_HOMO (hartree): -0.3562
Kohn-Sham gap (Ha): 0.3852
SMILES: C=C([C@@H](C)O)[C@@H](C)O

***

## c
Formula: C6H12O2
Source: OMol25
Level of theory: ωB97M-V/def2-TZVPD

Each line ends with the Mulliken charge.
Atoms and positions in Å:
C (1.5077, 0.3055, -0.0140)  0.85
C (-0.9399, 0.3287, -0.0491)  0.24
H (-2.3528, -0.4841, -1.4938)  0.30
O (-1.0067, 1.7109, -0.0856)  -0.46
C (1.6229, 1.3727, 0.8441)  -1.46
H (-1.8818, 2.0086, 0.1878)  0.30
H (0.2878, 0.5531, 2.0452)  -0.01
H (-0.3332, -1.7324, -1.8700)  0.33
H (3.4043, 0.0117, -0.0630)  0.31
H (0.9660, 2.2178, 0.7576)  0.28
C (0.2595, -1.6687, -0.9565)  -1.53
O (2.6060, -0.4883, -0.2635)  -0.49
H (-3.0964, 0.2661, -0.1036)  0.48
H (-2.3186, -1.3059, 0.0584)  0.29
C (-2.2419, -0.3321, -0.4232)  -1.40
H (-0.1311, -2.3893, -0.2316)  0.32
C (0.2584, -0.2687, -0.3960)  0.85
H (2.6222, 1.6841, 1.1284)  0.35
H (1.2626, -2.0022, -1.2138)  0.36
H (-0.4953, 0.2122, 2.1425)  0.10

## Properties
E_HOMO (hartree): -0.2876
Kohn-Sham gap (Ha): 0.3170

***

## d
Formula: C6H12O2
Source: OMol25
Level of theory: ωB97M-V/def2-TZVPD

Each line ends with the Mulliken charge.
Atoms and positions in Å:
H (-0.6374, 1.3952, 2.1605)  0.36
C (-1.2429, 1.0796, -1.2130)  -1.39
C (-0.2414, -1.4320, 1.2422)  -1.48
H (0.6542, -0.3285, -2.5548)  0.43
C (-0.0695, 0.3310, -0.6443)  0.80
O (2.3715, -0.2249, 0.9397)  -0.56
H (-1.5800, 1.8750, -0.5530)  0.34
O (-1.0460, 0.8123, 1.5119)  -0.56
C (1.4105, 0.5455, 0.9328)  -0.20
H (1.5338, -0.9789, -1.1573)  0.35
H (-1.1780, -1.8375, 0.8625)  0.38
H (-0.0796, -1.6034, -1.5668)  0.32
H (-1.0014, 1.4994, -2.1882)  0.39
H (-2.0752, 0.3828, -1.3402)  0.35
H (0.9892, 1.1864, -0.4371)  0.08
C (-0.1004, 0.0181, 0.8261)  0.95
C (0.5456, -0.7100, -1.5410)  -1.57
H (1.3744, 1.4930, 1.5046)  0.34
H (0.6009, -2.0174, 0.8844)  0.32
H (-0.2284, -1.4855, 2.3310)  0.37

## Properties
E_HOMO (hartree): -0.3374
Kohn-Sham gap (Ha): 0.3595

***

Which structure wins on stability? b wins.

***

## a
Formula: C6H12O2
Source: OMol25
Level of theory: ωB97M-V/def2-TZVPD

Each line ends with the Mulliken charge.
Atoms and positions in Å:
H (-1.2261, 0.2408, -0.8562)  0.28
H (0.2433, 3.3221, 0.1353)  0.32
H (1.3121, 2.3657, -0.8662)  0.33
C (-0.2149, 0.0958, -0.4596)  0.82
C (0.7619, 0.0566, -1.6365)  -1.76
C (0.8815, 2.4341, 0.1308)  -1.23
H (-2.1691, -1.9622, 0.2833)  0.36
H (0.3258, -3.0553, 0.3473)  0.34
C (-0.1591, -1.1670, 0.4232)  0.37
C (0.0608, 1.2375, 0.5534)  0.37
O (-0.5990, 1.3334, 1.6003)  -0.55
H (0.5274, 0.8600, -2.3439)  0.43
C (-1.5048, -1.5290, 1.0393)  -1.54
H (1.7987, 0.1937, -1.3148)  0.38
H (-2.0010, -0.6633, 1.4855)  0.33
H (1.6963, 2.5678, 0.8480)  0.31
H (0.7183, -0.8873, -2.1875)  0.38
H (0.5594, -0.8586, 1.2603)  0.16
H (-1.3733, -2.2899, 1.8164)  0.45
O (0.3616, -2.2948, -0.2583)  -0.55

## Properties
E_HOMO (hartree): -0.3534
Kohn-Sham gap (Ha): 0.3839
SMILES: CC(=O)[C@@H](C)[C@@H](C)O

***

## b
Formula: C6H12O2
Source: OMol25
Level of theory: ωB97M-V/def2-TZVPD

Each line ends with the Mulliken charge.
Atoms and positions in Å:
H (-1.0466, 1.8290, -0.6621)  0.45
H (-2.1547, 0.1075, 1.6046)  0.41
H (-2.0179, 0.3753, -0.9017)  0.45
H (2.6844, 1.8630, 0.4556)  0.28
H (-0.4482, 0.5205, -1.6978)  0.37
C (-0.3350, 0.0938, 0.4193)  1.58
H (-0.6718, -0.0833, 2.5475)  0.38
C (1.6477, 1.6522, 0.2556)  -0.75
H (1.6913, -0.2530, 1.1086)  0.37
O (-0.3004, -1.3259, 0.2537)  -0.57
H (1.0052, -3.0270, -0.9654)  0.21
H (-1.0974, 1.4978, 1.8841)  0.37
C (-1.1185, 0.4286, 1.7001)  -1.62
H (-1.1941, -1.6311, 0.0547)  0.36
H (1.0962, 2.4305, -0.2419)  0.22
C (0.7778, -2.1802, -1.6334)  0.02
H (1.4896, -1.3415, -1.5627)  0.22
O (-0.1100, -2.2125, -2.4397)  -0.45
C (-1.0009, 0.7512, -0.7899)  -1.68
C (1.1032, 0.5052, 0.6108)  -0.61

## Properties
E_HOMO (hartree): -0.3501
Kohn-Sham gap (Ha): 0.3816
SMILES: C=CC(C)(C)O.C=O

***

## c
Formula: C6H12O2
Source: OMol25
Level of theory: ωB97M-V/def2-TZVPD

Each line ends with the Mulliken charge.
Atoms and positions in Å:
O (2.2857, 0.2912, -1.8888)  -0.50
H (-2.7215, 0.9430, 1.4466)  0.27
C (-1.2397, -1.3589, 1.8650)  -0.78
C (-1.0940, -0.4542, 0.9600)  0.35
H (0.1867, 0.8910, -0.0854)  0.56
H (-2.2152, -1.6505, 2.1981)  0.33
O (0.2047, 2.6092, -0.3902)  -0.67
C (0.0158, -0.1502, 0.1629)  -0.16
H (2.4568, -1.7927, -1.4245)  0.26
C (0.8904, -1.0383, -0.1865)  -0.39
H (-3.1843, -0.1209, 0.0144)  0.29
H (0.7316, 2.2811, -1.1514)  0.36
H (-0.3098, -2.1225, 2.1075)  0.22
H (2.9197, -0.3408, -0.1327)  0.17
H (0.8167, 3.3943, -0.2214)  0.31
C (-2.3187, 0.3372, 0.5544)  -0.97
H (0.5292, -2.1218, -0.0834)  0.24
H (-1.7490, 1.1079, -0.1263)  0.22
H (1.6657, 0.0165, -2.6923)  0.33
C (2.1290, -0.7206, -0.9259)  -0.43

## Properties
E_HOMO (hartree): -0.3211
Kohn-Sham gap (Ha): 0.3403
SMILES: C=C(C)/C=C/CO.O

***

Which structure wins on stability? a wins.

***

## a
Formula: C4H9NOS
Source: OMol25
Level of theory: ωB97M-V/def2-TZVPD

Each line ends with the Mulliken charge.
Atoms and positions in Å:
C (0.7411, 0.6228, 0.6265)  -0.60
C (-1.1544, -0.3281, -0.7539)  0.74
C (-2.5122, 0.1705, -1.2009)  -1.10
H (0.3405, 0.4664, 1.6339)  0.22
H (-2.3333, 1.1062, -1.7280)  0.33
C (1.6884, -0.5996, 0.5100)  -0.69
H (-3.0912, 0.3960, -0.3099)  0.26
H (1.2521, -1.4543, 1.0073)  0.38
H (1.9770, -0.8645, -0.5004)  0.33
H (-0.4880, 1.6103, -0.6691)  0.22
O (-0.8431, -1.4905, -0.5894)  -0.59
H (3.1029, -1.1318, 2.2975)  0.13
H (1.2477, 1.5808, 0.5657)  0.49
S (3.3274, -0.1990, 1.3752)  -0.23
N (-0.2770, 0.6665, -0.4019)  -0.21
H (-2.9778, -0.5517, -1.8626)  0.32

## Properties
E_HOMO (hartree): -0.3326
Kohn-Sham gap (Ha): 0.3594
SMILES: CC(=O)NCCS

***

## b
Formula: C4H9NOS
Source: OMol25
Level of theory: ωB97M-V/def2-TZVPD

Each line ends with the Mulliken charge.
Atoms and positions in Å:
H (1.3652, -1.1758, 2.7058)  0.36
C (0.7404, 0.3984, 0.5601)  -0.43
C (-0.9526, 1.0464, -1.3307)  -0.52
H (1.8263, 0.4324, 0.6782)  0.35
S (-2.0259, -0.4236, -1.3351)  -0.27
H (1.0787, 1.6000, -1.1272)  0.34
H (-0.8727, 1.4530, -2.3325)  0.34
H (-1.3957, 1.7479, -0.6315)  0.35
O (0.9329, -2.9188, 1.7343)  -0.55
H (0.3132, 1.1912, 1.1734)  0.29
H (-0.3018, -1.4441, 0.3456)  0.14
N (0.2252, -0.8870, 1.0065)  -0.06
H (0.8313, -0.1347, -1.5207)  0.36
H (-3.1436, 0.1297, -0.8746)  0.13
C (0.9005, -1.7192, 1.8603)  0.01
C (0.4787, 0.7042, -0.9119)  -0.86

## Properties
E_HOMO (hartree): -0.3413
Kohn-Sham gap (Ha): 0.3679
SMILES: O=CNCCCS

***

Which structure wins on stability? a wins.